Record 1
23
Properties=species:S:1:pos:R:3 method="wB97M-V/def2-TZVPD" homo_lumo_gap_ha=0.3503 smiles="CC1=[NH+]CCN[C@]1(C)N" charge=+1 lumo_ev=-3.94
C 0.0470 1.4401 -1.5908
C 1.0324 0.3732 -2.0286
C -0.6813 0.3944 0.4766
C 0.5732 -0.8551 0.2529
C -1.8682 -0.5157 0.8755
C 1.2887 -1.7021 1.2968
N -1.0111 0.9540 -0.7546
N 1.1771 -0.6733 -0.8700
N -0.4021 1.3186 1.4755
H 0.6279 2.0188 -0.7962
H -0.1782 2.2293 -2.3565
H 0.6683 -0.0486 -2.9588
H 2.0330 0.7248 -2.2438
H -2.9642 -0.1500 0.6592
H -1.8094 -0.8012 1.8897
H -1.8948 -1.4255 0.2822
H 1.9334 -1.1909 2.0688
H 1.8656 -2.5266 0.8830
H 0.5246 -1.9713 2.0920
H -1.5420 0.2255 -1.1611
H 2.0466 -1.1394 -1.0086
H -0.7313 2.1836 1.1082
H -0.7351 1.1374 2.4089

---

Record 2
23
Properties=species:S:1:pos:R:3 method="wB97M-V/def2-TZVPD" multiplicity=3 homo_lumo_gap_ha="0.2427 / 0.2991" s_squared=2.006 charge=+1 lumo_ev="-2.63 / -5.59"
C -0.2593 0.9951 -1.5912
C -0.2810 1.9228 -0.3679
C -0.5785 -1.5066 -1.0124
C -0.0332 -1.2902 1.2962
C 0.3420 -0.3376 -1.2289
C 0.6112 0.0035 0.8795
N -0.4405 1.0517 0.8165
N 1.8238 0.4260 1.3824
N -1.1368 -1.4120 0.3495
H -1.2809 0.8567 -1.9485
H 0.3131 1.4709 -2.3867
H 0.6511 2.4840 -0.2689
H -1.1087 2.6303 -0.4215
H -1.4185 -1.4967 -1.7109
H -0.0247 -2.4431 -1.1499
H 0.6954 -2.1096 1.2348
H -0.4388 -1.2581 2.3111
H 1.3159 -0.5594 -1.6308
H -0.5051 1.6057 1.6756
H 2.4075 -0.3136 1.7422
H 2.3570 1.0594 0.8041
H -1.2825 0.4337 0.6752
H -1.7286 -2.2131 0.5505

---

Record 3
26
Properties=species:S:1:pos:R:3 method="wB97M-V/def2-TZVPD" homo_lumo_gap_ha=0.3533 charge=+1 lumo_ev=-4.17
C 3.8902 -1.1218 0.3215
C 2.4257 -0.9842 -0.0803
C 2.1388 0.3110 -0.7857
O 2.9149 1.1535 -1.0947
O 0.7791 0.4603 -1.1222
C 0.1132 1.5856 -0.5519
C -0.6191 1.2288 0.7496
N -2.0781 1.0413 0.5969
C -2.4364 -0.1205 -0.0578
N -1.9342 -0.4972 -1.2322
N -3.2964 -0.9430 0.5373
O -4.1059 -0.3745 1.5083
H 3.9919 -1.8794 1.0968
H 4.4989 -1.4286 -0.5262
H 4.2806 -0.1819 0.7065
H 1.7550 -1.0614 0.7788
H 2.1453 -1.7702 -0.7893
H 0.7909 2.4305 -0.4248
H -0.6217 1.8971 -1.2979
H -0.2185 0.3155 1.1915
H -0.4669 2.0218 1.4793
H -2.5244 1.8520 0.1798
H -0.9469 -0.3506 -1.4459
H -2.4773 -1.0486 -1.8800
H -3.8728 -1.5110 -0.0826
H -4.1258 -1.0246 2.2254

---

Respective energy relative to the best compared isomer or geometry (same formula, charge and spin) values: 49.3; 7.1; 48.3 kcal per mole.
Respective maximum force values: 4.430; 5.237; 1.630 eV Å⁻¹.